Entry 1:
Formula: C3H4N2O2
Source: OMol25
Level of theory: wB97M-V/def2-TZVPD

Kohn-Sham gap ... 10.38 eV
F_max ... 6.474 eV/Å
Highest occupied orbital energy ... -9.88 eV
Total energy ... -376.6283 Ha

Each line ends with the natural charge from an NBO analysis.
Geometry (Å):
H (-2.819, -1.230, 0.204)  0.38
N (-2.390, -0.339, -0.078)  -0.74
C (-1.058, -0.210, -0.136)  0.68
N (-0.565, 1.036, -0.262)  -0.61
C (0.644, 1.266, 0.249)  -0.31
C (1.130, -0.169, 0.054)  0.76
O (2.224, -0.639, -0.265)  -0.51
O (0.073, -1.145, 0.292)  -0.49
H (-1.211, 1.596, 0.112)  0.40
H (0.916, 1.542, 1.212)  0.22
H (1.127, 2.158, -0.357)  0.22

=====

Entry 2:
Formula: C30H48ClFInN12O
Source: OMol25
Level of theory: wB97M-V/def2-TZVPD

Kohn-Sham gap ... 6.83 eV
F_max ... 4.632 eV/Å
Total charge ... -1
Highest occupied orbital energy ... -5.09 eV
Total energy ... -2654.3002 Ha

Each line ends with the Mulliken charge.
Geometry (Å):
C (-1.928, 3.035, 3.061)  -0.80
C (-2.916, 1.804, 2.800)  0.73
C (-2.811, 0.769, 4.014)  -1.13
C (-2.660, 1.001, 1.440)  -1.21
In (-0.626, 1.293, 0.524)  1.01
F (-0.277, 0.009, -1.138)  -0.76
C (1.106, 1.129, 1.974)  -0.85
C (0.851, 0.011, 3.048)  0.59
O (0.953, 0.275, 4.256)  -0.52
Cl (0.383, -1.695, 2.586)  -0.27
H (-1.577, 3.577, 2.130)  0.16
H (-1.081, 2.678, 3.738)  -0.15
H (-2.525, 3.804, 3.668)  0.43
H (-3.984, 2.229, 2.841)  0.27
H (-3.725, 0.077, 3.941)  0.39
H (-1.897, 0.084, 3.959)  0.15
H (-2.828, 1.314, 5.025)  0.20
H (-2.780, -0.128, 1.627)  0.26
H (-3.497, 1.282, 0.714)  0.31
H (-0.596, 3.002, -0.108)  -0.33
H (2.048, 0.964, 1.347)  0.38
H (1.206, 2.145, 2.489)  0.11
C (-0.728, 2.908, 7.401)  -0.82
C (-1.120, 3.916, 6.370)  0.48
N (-1.422, 4.702, 5.558)  -0.52
H (0.319, 2.634, 7.269)  0.29
H (-0.866, 3.327, 8.399)  0.34
H (-1.347, 2.015, 7.299)  0.27
C (-1.401, 0.343, -4.204)  -0.66
C (-1.781, 1.345, -5.249)  0.47
N (-2.081, 2.128, -6.069)  -0.56
H (-0.352, 0.066, -4.320)  0.14
H (-1.549, 0.766, -3.210)  0.21
H (-2.018, -0.551, -4.306)  0.34
C (3.225, -3.999, 3.840)  -0.58
C (3.988, -5.144, 3.262)  0.34
N (4.599, -6.040, 2.820)  -0.42
H (3.906, -3.328, 4.365)  0.24
H (2.721, -3.445, 3.045)  0.14
H (2.478, -4.369, 4.543)  0.27
C (6.065, -7.457, -0.280)  -0.54
C (7.349, -7.831, -0.949)  0.32
N (8.355, -8.124, -1.472)  -0.42
H (5.310, -7.224, -1.030)  0.31
H (5.712, -8.283, 0.334)  0.02
H (6.218, -6.583, 0.355)  0.26
C (-5.188, 0.977, -6.259)  -0.19
C (-6.490, 1.156, -5.546)  0.25
N (-7.510, 1.297, -4.989)  -0.45
H (-4.687, 0.080, -5.896)  0.18
H (-5.363, 0.878, -7.329)  0.18
H (-4.545, 1.840, -6.081)  -0.03
C (-3.852, 5.139, -6.582)  -0.51
C (-4.330, 6.311, -5.783)  0.31
N (-4.705, 7.228, -5.159)  -0.41
H (-4.651, 4.403, -6.676)  0.14
H (-3.552, 5.469, -7.577)  0.30
H (-2.996, 4.674, -6.089)  0.17
C (-5.885, 7.445, -1.129)  -0.68
C (-5.301, 6.075, -1.253)  0.29
N (-4.842, 5.007, -1.364)  -0.35
H (-5.506, 7.929, -0.228)  0.26
H (-5.610, 8.044, -1.998)  0.25
H (-6.972, 7.381, -1.069)  0.25
C (2.851, 6.067, 5.841)  -0.81
C (2.183, 4.766, 5.532)  0.36
N (1.660, 3.749, 5.288)  -0.34
H (2.189, 6.894, 5.579)  0.26
H (3.085, 6.120, 6.905)  0.26
H (3.775, 6.155, 5.268)  0.28
C (4.700, -11.592, 1.147)  -0.82
C (4.328, -10.589, 0.103)  0.43
N (4.037, -9.803, -0.714)  -0.42
H (5.753, -11.856, 1.047)  0.26
H (4.529, -11.173, 2.140)  0.27
H (4.093, -12.490, 1.029)  0.32
C (-3.670, -2.069, -9.280)  -0.81
C (-4.869, -1.748, -8.446)  0.43
N (-5.807, -1.497, -7.793)  -0.42
H (-3.917, -2.853, -9.997)  0.30
H (-3.347, -1.179, -9.822)  0.26
H (-2.856, -2.413, -8.642)  0.27
C (1.919, 2.800, -4.256)  -0.60
C (2.049, 1.332, -4.505)  0.43
N (2.161, 0.172, -4.703)  -0.50
H (2.308, 3.043, -3.267)  0.24
H (2.483, 3.354, -5.008)  0.29
H (0.870, 3.093, -4.309)  0.20
C (7.872, -5.311, 5.458)  -0.68
C (6.800, -4.490, 6.098)  0.33
N (5.961, -3.846, 6.604)  -0.40
H (8.411, -5.876, 6.220)  0.26
H (7.429, -6.008, 4.745)  0.24
H (8.573, -4.661, 4.933)  0.26

=====

Entry 3:
Formula: C3H9NS
Source: OMol25
Level of theory: wB97M-V/def2-TZVPD

Kohn-Sham gap (alpha / beta) ... 8.92 / 6.92 eV
<S²> ... 0.75
F_max ... 1.242 eV/Å
Total charge ... +1
Highest occupied orbital energy (alpha / beta) ... -13.62 / -13.22 eV
Total energy ... -572.3112 Ha
Spin multiplicity ... 2

Each line ends with the natural charge from an NBO analysis.
Geometry (Å):
C (1.759, -1.875, 0.801)  -0.84
S (1.396, -0.614, -0.384)  0.21
H (2.777, -2.217, 0.692)  0.25
H (1.153, -2.775, 0.679)  0.26
H (1.647, -1.576, 1.846)  0.25
C (-1.908, 1.453, -1.119)  -0.45
C (-1.137, 0.016, 0.650)  0.11
N (-1.286, 1.197, 0.166)  -0.42
H (-1.398, 2.246, -1.659)  0.25
H (-1.860, 0.562, -1.728)  0.23
H (-2.955, 1.762, -1.076)  0.25
H (-1.762, -0.733, 0.207)  0.23
H (-0.534, -0.132, 1.515)  0.24
H (-0.666, 1.939, 0.480)  0.43

=====

Entry 4:
Formula: C2H6N4O2
Source: OMol25
Level of theory: wB97M-V/def2-TZVPD

Kohn-Sham gap ... 9.78 eV
F_max ... 6.077 eV/Å
Highest occupied orbital energy ... -9.73 eV
Total energy ... -449.0237 Ha

Each line ends with the natural charge from an NBO analysis.
Geometry (Å):
H (1.884, 2.075, -0.858)  0.35
N (1.873, 1.000, -1.057)  -0.59
C (0.950, 0.494, -0.263)  0.38
N (-0.258, 1.179, 0.421)  -0.42
O (-0.409, 0.868, 1.850)  -0.56
C (0.408, -1.028, -0.190)  0.33
N (1.138, -2.095, 0.299)  -0.66
H (2.322, -2.064, 0.721)  0.39
N (-1.037, -1.276, -0.253)  -0.33
O (-1.764, -0.392, -1.255)  -0.59
H (-0.409, 2.280, 0.401)  0.37
H (-1.534, 0.803, 1.952)  0.47
H (-1.116, -2.176, -0.948)  0.40
H (-2.047, 0.333, -0.819)  0.46